ORCA calculation (ωB97M-V/def2-TZVPD) on a structure of composition C42H36AsClN3O3Tc.

The value obtained for the HOMO-LUMO gap (alpha / beta) is 6.97 / 6.66 eV. Its LUMO energy (alpha / beta) is -3.34 / -3.38 eV. As for the energy above the lowest of the compared OMol25 structures with the same formula, charge and spin: 1.9534 eV. The net charge is +1. As for the spin multiplicity: 2. The HOMO energy (alpha / beta) is -10.32 / -10.04 eV. The total energy comes out at -130300.7525 eV.

Geometry as XYZ:
```
87
C42H36AsClN3O3Tc, DFT ωB97M-V/def2-TZVPD
Tc -0.31060 -0.04818 -0.15341
O -1.13610 1.62279 0.92416
C -2.08304 1.46751 1.92861
C -2.57233 2.65581 2.43129
C -3.53927 2.64379 3.42685
C -3.99971 1.43833 3.93246
C -3.49721 0.25225 3.43015
C -2.53438 0.22550 2.41327
C -2.14283 -1.10331 1.97258
N -1.32448 -1.36071 1.01694
N -1.16729 -2.72184 0.73586
C -0.32013 -2.98829 -0.17038
O 0.36535 -1.97727 -0.85168
C -0.08837 -4.37710 -0.60065
C 0.14723 -4.67187 -1.94205
C 0.31745 -5.98808 -2.33786
C 0.26144 -7.00862 -1.39825
C 0.02517 -6.71538 -0.06198
C -0.15513 -5.40225 0.33913
H -2.18248 3.58588 2.03690
H -3.91802 3.58126 3.81147
H -4.74498 1.41983 4.71515
H -3.85807 -0.69004 3.82339
H -2.59863 -1.94854 2.48201
H 0.17811 -3.87639 -2.67632
H 0.48951 -6.21841 -3.38045
H 0.39991 -8.03541 -1.70911
H -0.01989 -7.51145 0.66866
H -0.34812 -5.16025 1.37570
Cl 4.14291 -0.63994 4.36188
C 3.51574 -1.08337 2.81266
C 3.46506 -0.13443 1.80258
C 2.95114 -0.49365 0.56886
C 2.49421 -1.78808 0.34110
C 1.85237 -2.14749 -0.95363
C 2.57235 -2.73077 1.36220
C 3.07915 -2.38315 2.60317
H 3.81587 0.87062 1.98894
H 2.89597 0.24514 -0.22218
H 2.03862 -3.17791 -1.24104
H 2.11618 -1.47567 -1.76553
H 2.24004 -3.74820 1.18788
H 3.14444 -3.10789 3.40238
O 0.12014 1.01128 1.37046
As 0.22560 4.52640 -0.23129
C -0.88740 5.73358 0.82994
C -0.38435 6.13449 2.06741
C -1.14773 6.91779 2.91903
C -2.43278 7.29668 2.55021
C -2.94342 6.89466 1.32565
C -2.17404 6.11683 0.46666
C 1.66110 5.76595 -0.68804
C 1.49033 7.14462 -0.79051
C 2.56151 7.96147 -1.12202
C 3.81605 7.40981 -1.34889
C 4.00021 6.04015 -1.23275
C 2.92684 5.22504 -0.89634
C -0.78888 4.53496 -1.90734
C -0.54976 5.40617 -2.96616
C -1.32795 5.34728 -4.11680
C -2.35847 4.42243 -4.21811
C -2.60581 3.54921 -3.16632
C -1.82035 3.60277 -2.02275
H 0.61479 5.83772 2.36862
H -0.74113 7.23107 3.87195
H -3.03001 7.90747 3.21457
H -3.94140 7.19222 1.02971
H -2.58400 5.82000 -0.49068
H 0.51698 7.58415 -0.60475
H 2.41839 9.03158 -1.19904
H 4.65085 8.04950 -1.60355
H 4.98064 5.60878 -1.38958
H 3.07975 4.15713 -0.77794
H 0.24563 6.13826 -2.89878
H -1.13441 6.03359 -4.93150
H -2.96879 4.38493 -5.11104
H -3.41061 2.82822 -3.23560
H -2.01066 2.90906 -1.20953
C 2.14793 3.12686 -4.03550
C 0.86434 2.29418 -4.03702
C 0.62533 1.63267 -2.75866
N 0.42252 1.10418 -1.76055
H 2.26019 3.60382 -5.00705
H 3.02409 2.50592 -3.85372
H 2.10334 3.90551 -3.27580
H 0.89103 1.51828 -4.80426
H -0.00832 2.92530 -4.22956
```

ORCA calculation (ωB97M-V/def2-TZVPD) on a structure of composition C42H36BBrN15O2Sr at a distorted geometry.

The value obtained for the HOMO-LUMO gap (alpha / beta) is 6.72 / 5.96 eV. Its LUMO energy (alpha / beta) is -1.59 / -2.41 eV. As for the energy above the lowest of the compared OMol25 structures with the same formula, charge and spin: 0.0000 eV. As for the spin multiplicity: 2. The HOMO energy (alpha / beta) is -8.30 / -8.37 eV. The total energy comes out at -142144.3952 eV.

Geometry as XYZ:
```
98
C42H36BBrN15O2Sr, DFT ωB97M-V/def2-TZVPD
Sr 0.94423 -1.38611 -0.23784
C 3.27163 -3.25275 2.42423
C 3.71253 -1.88516 2.00476
C 4.88690 -1.19726 2.34759
C 4.78215 0.00831 1.69765
N 3.61814 0.03222 1.01814
N 2.95843 -1.15004 1.20415
B 3.10610 1.15120 0.04631
N 1.62454 1.62070 0.48857
C 1.17277 2.88874 0.55423
C -0.06384 2.89337 1.15835
C -0.30727 1.54234 1.46579
C -1.48028 0.94423 2.17324
N 0.70154 0.78554 1.06089
N 3.13335 0.60481 -1.43124
C 3.35068 1.22994 -2.61024
C 3.31100 0.29852 -3.61759
C 3.04508 -0.92550 -2.97341
C 2.93567 -2.28974 -3.57216
N 2.92730 -0.73440 -1.67091
N 3.98775 2.38558 0.24263
C 4.12727 3.04585 1.41532
C 5.02192 4.06891 1.22942
C 5.39040 3.96269 -0.12949
C 6.33845 4.81554 -0.91617
N 4.77364 2.95204 -0.71602
H 4.10542 -3.80705 2.85392
H 2.47804 -3.20646 3.17222
H 2.88659 -3.82827 1.58139
H 5.69513 -1.53425 2.97404
H 5.45599 0.84779 1.65502
H 1.77801 3.69758 0.17613
H -0.68436 3.74739 1.37398
H -1.74425 1.53933 3.04845
H -2.35889 0.89543 1.52556
H -1.24462 -0.06477 2.51089
H 3.57120 2.28106 -2.63329
H 3.46219 0.47195 -4.67044
H 2.43761 -2.24522 -4.54240
H 3.92933 -2.71228 -3.73230
H 2.37200 -2.96946 -2.93258
H 3.58119 2.73375 2.29187
H 5.36104 4.78590 1.95835
H 6.84673 5.53271 -0.27206
H 7.09692 4.20603 -1.40672
H 5.81704 5.37872 -1.69138
Br -4.05866 -2.28520 8.82152
C -4.61995 -2.83190 7.11269
C -4.39406 -1.99955 6.02249
C -4.79514 -2.40286 4.76078
C -5.42328 -3.63550 4.59648
C -5.68819 -4.43782 5.70164
C -5.26760 -4.04883 6.96341
N -5.93137 -4.12313 3.35046
N -5.39220 -3.67389 2.27180
C -4.11366 -3.45997 2.06060
C -3.06284 -4.08267 2.85547
C -1.77051 -3.82293 2.62590
C -1.37063 -2.86947 1.58187
O -0.20821 -2.54661 1.43287
C -2.43040 -2.30022 0.69106
N -2.00353 -1.47693 -0.28327
C -2.92060 -0.98633 -1.09760
C -4.28097 -1.29502 -0.99322
C -4.70927 -2.11940 0.01601
C -3.75686 -2.63609 0.89980
H -3.91199 -1.04287 6.16664
H -4.63482 -1.74867 3.91394
H -6.21213 -5.37232 5.54978
H -5.44874 -4.67825 7.82326
H -3.35075 -4.78358 3.62626
H -0.97412 -4.29170 3.18714
H -2.56341 -0.32551 -1.87862
H -4.97679 -0.88218 -1.71082
H -5.75271 -2.37962 0.13179
O -1.54536 -4.68363 -1.98419
C -0.55409 -4.10126 -1.63386
N 0.39857 -3.48049 -1.28227
N -2.46810 7.46275 -6.43581
C -2.16610 6.45351 -5.97790
C -1.78254 5.18239 -5.39895
C -1.61374 5.07463 -4.02230
C -1.26429 3.86222 -3.45877
C -1.07401 2.75310 -4.27735
C -1.22858 2.85733 -5.65240
C -1.58832 4.07261 -6.20961
N -0.71477 1.50458 -3.70281
C -0.79933 0.24526 -4.27936
C -0.34580 -0.62616 -3.34500
N 0.01189 0.06480 -2.19746
C -0.21998 1.32153 -2.44764
H -1.76313 5.94001 -3.39144
H -1.15723 3.78652 -2.38644
H -1.05031 2.00471 -6.29100
H -1.70892 4.16147 -7.28057
H -1.17843 0.09066 -5.27274
H -0.25827 -1.70108 -3.40117
H -0.01815 2.13403 -1.76788
```

ORCA calculation (ωB97M-V/def2-TZVPD) on a structure of composition C42H36BCrF3O5S at a distorted geometry.

The value obtained for the HOMO-LUMO gap (alpha / beta) is 6.00 / 5.76 eV. Its LUMO energy (alpha / beta) is -10.59 / -10.69 eV. As for the energy above the lowest of the compared OMol25 structures with the same formula, charge and spin: 0.0000 eV. The net charge is +3. As for the spin multiplicity: 4. The HOMO energy (alpha / beta) is -16.58 / -16.45 eV. The total energy comes out at -102431.7219 eV.

Geometry as XYZ:
```
89
C42H36BCrF3O5S, DFT ωB97M-V/def2-TZVPD
C -4.24169 6.78615 0.56222
C -3.38261 5.66664 1.01752
C -3.11964 5.28433 2.31468
C -2.31216 4.09743 2.42874
C -2.04182 3.51402 1.21011
B -1.72288 1.88809 0.97232
C -0.09748 2.06861 0.93112
C 0.61586 2.16742 2.11456
C 1.96016 2.54298 2.08899
C 2.58237 2.72958 0.85085
C 4.05659 3.03772 0.80553
F 4.60376 2.74154 -0.41058
F 4.31875 4.35661 1.06042
F 4.75867 2.30942 1.73760
C 1.87188 2.61694 -0.33904
C 0.52026 2.27466 -0.29036
O -2.30424 1.33805 2.14691
C -3.19747 0.34373 1.67241
C -2.41156 -0.94554 1.63743
C -4.35784 0.21430 2.64566
C -3.54629 0.83900 0.17835
C -3.78450 -0.24021 -0.87312
C -4.68843 1.84388 0.20675
O -2.33732 1.47795 -0.23194
S -2.61176 4.53539 -0.08160
H -4.60948 7.35003 1.42338
H -3.69916 7.47548 -0.09245
H -5.10959 6.39574 0.01883
H -3.52046 5.83099 3.15863
H -1.99727 3.71360 3.39516
H 0.11364 2.00309 3.06634
H 2.52139 2.65026 3.01420
H 2.36225 2.76179 -1.29827
H -0.05039 2.18713 -1.21278
H -3.02219 -1.80457 1.34375
H -1.57646 -0.84741 0.93401
H -1.95958 -1.14703 2.61661
H -5.03888 -0.57756 2.31618
H -3.97938 -0.05768 3.63888
H -4.92130 1.14493 2.75127
H -4.55632 -0.95298 -0.56417
H -4.11172 0.23973 -1.80307
H -2.85583 -0.77546 -1.09548
H -5.63060 1.32440 0.41886
H -4.52674 2.61180 0.97223
H -4.79239 2.34990 -0.75947
O 4.75431 -5.41034 -4.20788
C 4.28348 -4.34650 -4.16064
Cr 3.17792 -2.79133 -4.03612
C 2.34511 -3.82271 -2.69142
O 1.85105 -4.62929 -2.00857
C 2.06487 -3.83340 -5.18117
O 1.45433 -4.64501 -5.75065
C 4.30262 -1.34650 -5.21129
C 4.88867 -1.51593 -3.94565
C 4.11552 -1.34342 -2.78454
C 2.79568 -0.84461 -2.86838
C 2.01299 -0.56477 -1.68150
C 1.35312 -0.88121 -0.69113
C 0.84188 -1.49716 0.45467
C -0.17599 -2.54362 0.25339
C -0.69262 -2.77783 -1.04497
C -1.71329 -3.70414 -1.25538
C -2.24955 -4.43265 -0.19198
C -1.66517 -4.31822 1.07704
C -0.72578 -3.31691 1.31555
C 1.82639 -1.60881 1.54022
C 2.78558 -0.58713 1.73254
C 3.67625 -0.63270 2.79924
C 3.69770 -1.74220 3.65309
C 2.89071 -2.84778 3.35643
C 2.01028 -2.79648 2.28131
C 2.16645 -0.92934 -4.12650
C 2.93569 -1.05907 -5.29886
H 4.90145 -1.48219 -6.11474
H 5.93175 -1.81998 -3.85241
H 4.51717 -1.56105 -1.78936
H -0.27140 -2.21415 -1.88338
H -2.09687 -3.83011 -2.27058
H -3.13971 -5.04871 -0.34093
H -1.96640 -4.98717 1.88615
H -0.41631 -3.11817 2.34443
H 2.78869 0.25996 1.03509
H 4.34819 0.20367 2.97238
H 4.32088 -1.74018 4.54705
H 2.92821 -3.75067 3.96145
H 1.46025 -3.70151 2.00254
H 1.07710 -0.83703 -4.15803
H 2.43861 -0.96854 -6.26468
```

ORCA calculation (ωB97M-V/def2-TZVPD) on a structure of composition C42H36F2NP2V.

The value obtained for the HOMO-LUMO gap (alpha / beta) is 4.41 / 4.79 eV. Its LUMO energy (alpha / beta) is 2.48 / 2.48 eV. As for the energy above the lowest of the compared OMol25 structures with the same formula, charge and spin: 0.6172 eV. The net charge is -1. As for the spin multiplicity: 4. The HOMO energy (alpha / beta) is -1.93 / -2.31 eV. The total energy comes out at -95328.8993 eV.

Geometry as XYZ:
```
84
C42H36F2NP2V, DFT ωB97M-V/def2-TZVPD
V 1.36963 -0.24080 0.61626
C 2.57283 -2.29413 0.51761
C 1.27435 -2.63105 0.96952
C 1.07353 -2.03583 2.22601
C 2.25441 -1.34139 2.56843
C 3.18408 -1.50050 1.51314
H 3.01141 -2.62080 -0.41281
H 0.57153 -3.26968 0.45437
H 0.18647 -2.11702 2.83436
H 2.41477 -0.82438 3.49834
H 4.17650 -1.07869 1.46183
N -1.20281 -1.30504 -1.17207
P -1.64840 -0.94904 0.42918
C -3.15776 0.05614 0.07712
C -4.39573 -0.14129 0.68587
C -5.45134 0.72453 0.43336
C -5.28474 1.80026 -0.42668
C -4.05243 2.01029 -1.03153
C -2.99695 1.14928 -0.77789
C -2.47255 -2.50668 0.96402
C -2.67752 -2.67646 2.33164
C -3.29679 -3.81654 2.82607
C -3.70343 -4.81639 1.95631
C -3.49331 -4.66740 0.59164
C -2.88629 -3.52085 0.10271
P 0.38994 -0.84483 -1.60017
C 0.01388 0.08031 -3.14170
C 0.02499 1.46909 -3.07462
C -0.34734 2.23322 -4.17289
C -0.73693 1.61170 -5.34888
C -0.75030 0.22376 -5.42681
C -0.37431 -0.53828 -4.33138
C 1.05157 -2.37470 -2.38232
C 2.25639 -2.31201 -3.07944
C 2.80753 -3.45168 -3.63987
C 2.16375 -4.67609 -3.50824
C 0.96649 -4.74970 -2.81532
C 0.41282 -3.60366 -2.25631
H -1.90222 -1.42951 -1.89490
H -4.55407 -0.97826 1.35447
H -6.40869 0.55054 0.90983
H -6.10945 2.47449 -0.62231
H -3.90355 2.85094 -1.69810
H -2.03718 1.34123 -1.24171
H -2.34693 -1.90566 3.01994
H -3.44646 -3.92589 3.89299
H -4.17583 -5.71219 2.33968
H -3.80568 -5.44559 -0.09425
H -2.73001 -3.41443 -0.96455
H 0.34411 1.94752 -2.16048
H -0.32174 3.31291 -4.09490
H -1.02677 2.20408 -6.20831
H -1.05036 -0.26817 -6.34417
H -0.37890 -1.61922 -4.40874
H 2.77228 -1.36290 -3.17994
H 3.74586 -3.38641 -4.17678
H 2.59990 -5.56713 -3.94241
H 0.45786 -5.69900 -2.69989
H -0.52000 -3.66274 -1.70993
F 3.90009 6.93519 4.47667
C 3.42438 5.70743 4.12506
C 2.90784 5.52337 2.85915
C 2.42685 4.26728 2.51522
C 2.46463 3.20663 3.42168
C 1.95608 1.81810 3.06050
C 2.99403 3.44231 4.68485
C 3.47889 4.68999 5.05195
H 2.88297 6.34696 2.15817
H 2.02396 4.09782 1.52561
H 1.20641 1.52824 3.81049
H 2.80588 1.14318 3.21433
H 3.03328 2.63014 5.40375
H 3.89351 4.87747 6.03350
F 0.69865 4.25020 -1.56875
C 0.94204 3.31948 -0.57574
C -0.13820 3.05746 0.32932
C 0.14984 2.28132 1.42029
C 1.41057 1.62979 1.66392
C 2.34875 1.62412 0.47289
C 2.11990 2.67682 -0.51527
H -1.09936 3.53096 0.18351
H -0.59514 2.19386 2.21152
H 3.40893 1.52509 0.72230
H 2.90507 2.93851 -1.21928
```